{"formula": "CH7N3O2", "method": "wB97M-V/def2-TZVPD", "lumo_ha": [0.00465, 0.00461], "de_lowest_ev": 3.3921, "largest_force_ev_per_a": 0.923, "symbols": ["O", "O", "N", "N", "N", "C", "H", "H", "H", "H", "H", "H", "H"], "positions_angstrom": [[-0.81948, 1.51140, 0.57239], [-1.14368, 0.43582, -1.59826], [-0.65141, -0.66636, -1.14441], [0.82994, 0.20676, 1.54538], [0.73535, -0.73630, -1.38471], [-0.50101, 0.35596, 1.15818], [-1.21696, -0.01855, 1.89846], [1.02137, -0.58456, 2.14502], [0.99236, -1.68118, -1.64210], [1.01019, -0.03170, -2.06439], [-1.02722, 1.31930, -0.44075], [-0.71746, -0.53333, 0.15133], [1.48799, 0.42275, 0.80385]], "atomic_forces_ev_per_a": [[0.0, -0.1, -0.3], [0.5, -0.7, 0.3], [0.1, 0.5, -0.6], [-0.4, 0.3, 0.2], [-0.4, 0.2, 0.2], [0.1, -0.5, -0.7], [0.1, 0.0, -0.1], [0.2, 0.1, -0.4], [-0.1, 0.1, 0.0], [-0.1, -0.1, 0.0], [0.1, 0.0, 0.4], [0.0, 0.4, 0.6], [0.1, -0.3, 0.2]]}


{"formula": "C3H12BrMnO3", "method": "wB97M-V/def2-TZVPD", "multiplicity": 6, "lumo_ha": [-0.25486, -0.27912], "s2": 8.762, "de_lowest_ev": 5.2992, "largest_force_ev_per_a": 12.567, "total_charge": 1, "symbols": ["Br", "Mn", "O", "O", "O", "C", "C", "C", "H", "H", "H", "H", "H", "H", "H", "H", "H", "H", "H", "H"], "positions_angstrom": [[10.04101, -1.14471, -16.23024], [10.11415, -2.97961, -16.66585], [9.02437, -0.89858, -13.78425], [8.59419, 1.08292, -16.70156], [11.04662, -0.33770, -18.60545], [10.15882, -0.32881, -13.18139], [10.63555, 0.94160, -18.60268], [8.51362, 1.54150, -15.34927], [9.17476, -0.70995, -14.71345], [10.29166, 1.13410, -19.61895], [10.85097, -0.14909, -14.00403], [8.59148, 2.62748, -15.40123], [11.40934, 1.55293, -18.13832], [8.74893, 0.14897, -16.86093], [9.27104, 1.09259, -14.70670], [7.67257, 1.21527, -14.73747], [10.01481, 0.57075, -12.58292], [10.80731, -0.75287, -17.77361], [9.77068, 0.96927, -17.93985], [10.78372, -0.89282, -12.48893]], "atomic_forces_ev_per_a": [[0.9, 9.0, 3.4], [0.4, -12.2, -2.9], [-0.4, -0.7, 1.6], [-1.6, 1.1, 0.5], [1.9, -4.3, -0.9], [1.6, 0.5, 0.3], [-1.5, 1.7, 0.4], [0.2, -0.5, 0.5], [-1.3, 0.2, 1.5], [0.5, 0.9, 0.1], [0.5, 0.7, 0.3], [0.0, -0.3, 0.2], [0.0, 0.8, -0.7], [-1.3, 0.8, 0.5], [0.8, 0.9, -0.5], [-0.9, 0.2, -0.8], [-0.6, 0.4, -0.5], [1.1, 0.8, -1.8], [0.5, 1.1, -1.0], [-0.7, -1.2, 0.0]]}


{"formula": "C5H8O", "method": "wB97M-V/def2-TZVPD", "lumo_ha": 0.03658, "smiles": "C#C[C@H](O)CC", "de_lowest_ev": 2.2794, "largest_force_ev_per_a": 0.507, "symbols": ["O", "C", "C", "C", "C", "C", "H", "H", "H", "H", "H", "H", "H", "H"], "positions_angstrom": [[-1.95475, -0.96933, -0.44310], [-0.57678, -0.82275, -0.13682], [-0.34650, 0.20773, 1.00283], [0.20236, -0.50614, -1.35098], [0.83436, -0.21321, -2.33387], [0.92847, 1.04601, 0.89309], [-0.36092, -0.33774, 1.95307], [-2.21278, -0.19229, -0.95606], [0.81318, 1.82971, 0.13903], [1.16354, 1.52279, 1.84914], [-0.26898, -1.81578, 0.21139], [-1.22274, 0.86719, 1.01816], [1.78819, 0.43848, 0.59841], [1.40444, 0.04042, -3.20038]], "atomic_forces_ev_per_a": [[-0.1, 0.1, -0.1], [0.3, 0.0, 0.1], [-0.1, 0.0, 0.0], [0.2, 0.2, -0.4], [-0.3, -0.1, 0.4], [0.0, 0.0, 0.0], [0.0, 0.1, -0.2], [-0.1, -0.1, 0.1], [0.1, -0.1, 0.1], [-0.1, 0.0, -0.1], [0.0, 0.2, -0.1], [0.1, -0.1, 0.0], [-0.1, 0.0, 0.1], [-0.1, -0.1, 0.1]]}